Entry 1:
Density functional theory data (ωB97M-V/def2-TZVPD) for a structure of composition C47H52BBrCrN2O8S3.

Geometry (Å):
Cr: 0.006 -0.691 -1.078
O: -0.227 1.294 -0.869
S: 0.807 2.114 -0.135
C: 1.806 3.389 -0.829
C: 1.498 3.374 -2.519
C: 2.172 2.361 -3.447
C: 2.306 2.265 -4.884
S: 3.905 2.859 -5.496
O: 4.124 2.786 -6.996
C: 4.812 1.490 -4.955
C: 6.045 1.727 -4.377
C: 6.534 1.046 -3.242
C: 5.997 -0.148 -2.857
C: 4.917 -0.679 -3.519
C: 4.279 -0.012 -4.561
C: -0.637 3.577 0.307
C: -1.371 4.152 -0.677
C: -2.053 5.322 -0.376
C: -1.668 5.954 0.964
C: -1.130 5.068 1.946
C: -0.517 3.957 1.577
H: 2.787 3.129 -0.659
H: 1.340 4.252 -0.328
H: 1.721 4.260 -2.881
H: 0.202 3.413 -2.583
H: 1.489 1.426 -3.261
H: 2.703 1.603 -2.877
H: 1.377 3.075 -5.234
H: 2.191 1.322 -5.428
H: 6.442 2.760 -4.331
H: 7.700 1.514 -2.449
H: 6.474 -1.059 -2.317
H: 4.929 -1.795 -3.449
H: 3.806 -1.073 -5.025
H: -1.574 4.054 -1.826
H: -2.215 6.244 -0.822
H: -1.914 6.858 1.576
H: -1.097 5.255 2.888
H: 0.567 3.718 2.256
C: -1.921 -5.952 0.320
C: -1.761 -5.733 -1.012
C: -1.872 -4.431 -1.580
C: -2.413 -3.382 -0.855
C: -2.793 -3.697 0.291
C: -2.556 -4.893 0.983
C: -2.741 -2.089 -1.632
C: -4.018 -2.142 -2.207
C: -4.312 -1.096 -3.062
C: -3.348 -0.176 -3.432
C: -3.716 1.101 -4.063
C: -2.702 2.131 -4.328
C: -1.327 1.929 -3.997
C: -1.119 0.809 -3.520
C: -2.106 -0.401 -2.978
N: -1.640 -1.217 -1.891
H: -1.510 -6.902 0.772
H: -1.127 -6.495 -1.443
H: -0.939 -4.048 -2.058
H: -2.629 -4.791 2.172
H: -4.759 -2.941 -1.835
H: -5.314 -0.933 -3.209
H: -4.520 1.237 -4.690
H: -2.940 3.403 -4.379
H: 4.265 8.734 -3.386
H: -0.312 0.126 -3.653
C: -3.254 0.621 1.006
C: -2.433 -0.297 2.016
C: -1.013 0.162 2.137
O: -2.356 -1.648 1.596
B: -3.614 -2.534 1.100
O: -4.796 -2.122 1.235
C: -2.888 -0.182 3.393
C: -3.862 -1.185 3.885
C: -3.064 1.160 3.858
H: -4.148 1.299 1.671
H: -3.451 -0.340 0.489
H: -2.650 1.437 0.732
H: -0.792 -0.625 2.958
H: -0.597 0.963 2.441
H: -0.096 0.208 1.335
H: -3.231 -1.639 4.514
H: -4.272 -1.866 3.228
H: -4.720 -0.671 4.590
H: -3.872 1.616 4.307
H: -2.301 1.819 3.916
H: 3.767 8.684 -3.888
Br: 2.525 -0.114 -0.052
C: 1.887 1.484 3.625
C: 1.851 0.043 4.211
C: 0.843 -0.219 5.173
C: 0.653 -1.482 5.589
C: 1.207 -2.520 4.812
C: 2.247 -2.304 3.934
C: 2.583 -0.990 3.634
S: 0.812 -4.230 4.932
O: -0.153 -4.505 5.965
O: 2.054 -4.948 4.920
N: 0.001 -4.663 3.513
C: 0.847 -4.644 2.143
C: 0.570 -3.312 1.373
C: 0.797 -3.595 -0.187
O: 1.325 -4.668 -0.558
O: 0.325 -2.689 -1.034
H: 2.927 2.014 3.739
H: 1.234 2.054 4.237
H: 1.634 1.379 2.546
H: 0.281 0.758 5.506
H: -0.185 -1.557 6.178
H: 2.863 -3.231 3.569
H: 3.401 -0.873 2.870
H: -0.969 -4.425 3.458
H: 0.640 -5.373 1.370
H: 1.878 -4.898 2.381
H: 1.551 -2.607 1.595
H: -0.389 -3.054 1.483

## Properties
charge = -2
LUMO level (alpha / beta) = 3.21 / 3.21 eV
multiplicity = 5
energy relative to the best compared isomer or geometry (same formula, charge and spin) = 5.239 eV
total energy = -7370.53350 Eh
expectation value of S² = 6.017



Entry 2:
Density functional theory data (ωB97M-V/def2-TZVPD) for a cluster of 2 separate species, C2H2F3I in total.

Geometry (Å):
C: 0.157 -0.758 1.215
C: 2.211 -1.410 0.069
F: -0.684 -0.254 0.382
F: 2.716 -2.322 0.851
F: 2.014 -1.964 -1.187
I: 3.531 0.475 0.042
H: 0.540 -0.116 1.884
H: 0.001 -1.832 1.552

## Properties
charge = 0
LUMO level (alpha / beta) = -0.01 / -2.32 eV
multiplicity = 3
energy relative to the best compared isomer or geometry (same formula, charge and spin) = 0.522 eV
total energy = -674.49938 Eh
expectation value of S² = 2.013



Entry 3:
Density functional theory data (ωB97M-V/def2-TZVPD) for a cluster of 5 separate species, C3H17NO4 in total.

Geometry (Å):
C: 1.470 2.390 0.822
C: 0.899 1.151 0.050
C: 1.137 -0.165 0.734
N: -0.501 1.269 -0.278
H: 0.788 3.225 0.961
H: 1.905 2.045 1.760
H: 2.143 2.891 0.070
H: 1.451 1.252 -0.784
H: 1.713 -0.941 0.072
H: 1.566 -0.063 1.796
H: 0.316 -0.822 1.022
H: -0.547 2.172 -0.856
H: -1.166 1.331 0.522
H: -2.004 0.116 3.440
H: -1.889 -0.348 2.013
O: -2.325 0.174 2.509
H: 0.931 -1.969 -1.661
H: -0.365 -1.200 -1.259
O: 0.115 -1.991 -1.374
H: 1.378 -0.616 -3.641
H: 0.674 0.475 -2.799
O: 1.422 -0.148 -2.753
H: -2.238 -2.864 0.289
H: -1.015 -2.177 0.077
O: -1.856 -1.990 0.529

## Properties
charge = 0
LUMO level = 0.49 eV
energy relative to the best compared isomer or geometry (same formula, charge and spin) = 2.422 eV
total energy = -480.11805 Eh



Entry 4:
Density functional theory data (ωB97M-V/def2-TZVPD) for a structure of composition C24H24B3Ba2Br12O24.

Geometry (Å):
Ba: -2.574 3.732 -3.721
Ba: 4.767 -1.075 0.811
O: 3.354 -1.239 -1.386
C: 2.814 -1.017 -2.525
O: 2.474 0.190 -2.980
B: 2.021 0.062 -4.431
O: 2.121 -1.352 -4.741
C: 2.558 -2.027 -3.736
O: 2.848 -3.207 -3.649
O: 2.890 0.956 -5.250
C: 2.349 2.171 -5.296
O: 2.865 3.222 -5.668
C: 0.743 1.884 -4.889
O: 0.659 0.672 -4.560
O: -0.216 2.673 -5.035
O: 5.914 3.202 -2.159
C: 4.769 3.450 -1.706
O: 3.980 4.475 -1.887
B: 2.679 4.220 -1.288
O: 2.852 2.940 -0.551
C: 4.023 2.485 -0.721
O: 4.467 1.437 -0.170
O: 1.562 4.102 -2.326
C: 0.694 5.066 -2.110
O: -0.351 5.119 -2.771
C: 1.024 5.877 -0.846
O: 2.242 5.416 -0.446
O: 0.282 6.763 -0.349
O: -1.805 0.758 -2.957
C: -1.229 0.746 -1.835
O: -0.620 -0.167 -1.167
B: -0.252 0.387 0.120
O: -0.655 1.791 0.107
C: -1.275 2.069 -0.905
O: -1.623 3.149 -1.373
O: 1.201 0.167 0.379
C: 1.405 -0.540 1.501
O: 2.460 -0.996 2.022
C: -0.022 -0.782 2.073
O: -0.895 -0.374 1.257
O: -0.261 -1.365 3.125
Br: 2.745 -4.277 4.233
C: 0.757 -4.302 4.266
C: 0.277 -5.145 5.400
Br: -1.674 -4.840 5.252
H: 0.327 -4.661 3.331
H: 0.467 -3.254 4.340
H: 0.588 -4.708 6.349
H: 0.665 -6.163 5.392
Br: -3.131 1.214 -5.923
C: -4.151 -0.361 -5.874
C: -3.567 -1.393 -4.786
Br: -4.840 -2.874 -4.398
H: -4.134 -0.881 -6.832
H: -5.211 -0.136 -5.759
H: -3.383 -0.934 -3.815
H: -2.633 -1.857 -5.103
Br: -3.249 -0.828 7.344
C: -1.829 -1.018 5.977
C: -0.704 -0.056 6.225
Br: -0.001 -0.123 8.119
H: -2.238 -0.811 4.988
H: -1.538 -2.068 5.939
H: -1.150 0.932 6.116
H: 0.161 -0.031 5.562
Br: -4.389 -2.946 0.107
C: -4.020 -2.105 1.839
C: -5.219 -1.975 2.743
Br: -6.759 -1.307 1.766
H: -3.700 -1.128 1.478
H: -3.194 -2.658 2.287
H: -5.072 -1.229 3.525
H: -5.483 -2.909 3.238
Br: 1.608 -4.246 0.653
C: 0.937 -4.617 -1.225
C: 0.023 -3.482 -1.708
Br: -0.633 -3.809 -3.554
H: 0.543 -5.633 -1.247
H: 1.893 -4.683 -1.745
H: 0.607 -2.563 -1.671
H: -0.857 -3.462 -1.065
Br: -0.308 2.830 3.421
C: 0.651 4.133 2.193
C: 2.047 4.321 2.714
Br: 3.043 2.627 2.630
H: 0.021 5.022 2.181
H: 0.741 3.661 1.214
H: 2.086 4.644 3.755
H: 2.642 5.052 2.167

## Properties
charge = +1
LUMO level = -3.60 eV
energy relative to the best compared isomer or geometry (same formula, charge and spin) = 3.582 eV
total energy = -33749.02277 Eh



Q: Which of these has the highest energy relative to the best compared isomer or geometry (same formula, charge and spin)?
A: C47H52BBrCrN2O8S3



Q: Which value of energy relative to the best compared isomer or geometry (same formula, charge and spin) does entry 1 give?
A: 5.239 eV



Q: Among the records above, which one has the highest total energy?
A: C3H17NO4